[1]
DFT (ωB97M-V/def2-TZVPD) results for a 2-piece molecular cluster, C26H25F6N3O2 overall in a non-equilibrium geometry.

As for the energy above the lowest of the compared OMol25 structures with the same formula, charge and spin: 0.0 kJ/mol. The largest force on an atom is 1.82 eV Å⁻¹. For the LUMO energy, the calculation gives -0.100 hartree. The HOMO-LUMO gap comes out at 3.45 eV. The spin multiplicity is 1.

```
62
C26H25F6N3O2 | the Open Molecules 2025 dataset | ωB97M-V/def2-TZVPD
C -4.363 3.441 -1.174
N -3.003 3.804 -1.504
C -2.864 4.861 -2.495
C -2.992 4.297 -3.885
F -2.952 5.205 -4.893
F -1.969 3.395 -4.102
F -4.166 3.586 -4.017
C -1.955 2.939 -1.248
C -0.790 3.348 -0.549
C 0.216 2.434 -0.315
C 0.144 1.079 -0.790
C 1.182 0.193 -0.405
C 1.309 -1.203 -0.611
C 2.541 -1.828 -0.212
C 2.788 -3.167 -0.403
C 1.806 -3.985 -1.017
N 1.980 -5.356 -1.183
C 2.326 -5.915 -2.472
C 1.376 -6.296 -0.244
C -0.101 -6.477 -0.463
F -0.624 -7.590 0.123
F -0.784 -5.388 0.038
F -0.406 -6.548 -1.807
C 0.582 -3.397 -1.399
C 0.314 -2.069 -1.154
C -0.964 0.761 -1.635
C -2.020 1.635 -1.784
H -4.364 2.793 -0.288
H -4.922 4.362 -0.964
H -4.862 2.905 -1.994
H -3.678 5.570 -2.329
H -1.866 5.293 -2.400
H -0.748 4.378 -0.185
H 1.108 2.726 0.243
H 2.028 0.657 0.103
H 3.297 -1.200 0.257
H 3.719 -3.641 -0.083
H 2.944 -5.197 -3.026
H 2.883 -6.847 -2.307
H 1.435 -6.141 -3.078
H 1.867 -7.260 -0.393
H 1.503 -5.887 0.762
H -0.164 -4.040 -1.869
H -0.691 -1.721 -1.369
H -1.018 -0.173 -2.185
H -2.905 1.363 -2.366
C 0.950 0.062 3.447
N 2.073 -0.609 3.057
O 2.008 -1.826 2.678
O 3.183 -0.005 3.048
C 0.958 1.432 3.860
C 2.130 2.195 4.095
C 2.052 3.537 4.466
C 0.808 4.163 4.626
C -0.371 3.429 4.411
C -0.293 2.089 4.047
H 0.038 -0.530 3.401
H 3.084 1.701 3.956
H 2.980 4.090 4.632
H 0.748 5.211 4.924
H -1.350 3.897 4.536
H -1.174 1.465 3.890
```

Calculated atomic charges, method Löwdin, unit e: -0.0529, -0.1612, -0.0451, -0.5258, 0.1321, 0.1071, 0.0970, -0.2324, 0.0187, 0.0131, -0.1782, 0.1001, -0.1713, 0.0065, 0.0309, -0.2139, -0.1711, -0.0549, -0.0435, -0.5288, 0.1253, 0.1004, 0.0911, 0.0067, 0.0131, 0.0085, 0.0027, 0.1040, 0.0965, 0.0801, 0.1422, 0.1452, 0.1270, 0.1279, 0.1302, 0.1204, 0.1316, 0.0983, 0.0921, 0.0804, 0.1398, 0.1534, 0.1185, 0.0979, 0.0995, 0.1291, -0.0334, -0.4311, -0.0818, -0.0881, -0.2121, -0.0370, -0.0954, -0.1159, -0.1127, -0.0646, 0.1150, 0.0835, 0.0991, 0.0906, 0.0948, 0.1008

=====

[2]
DFT (ωB97M-V/def2-TZVPD) results for a 2-piece molecular cluster, C3H7NO3 overall in a non-equilibrium geometry.

As for the energy above the lowest of the compared OMol25 structures with the same formula, charge and spin: 504.9 kJ/mol. The largest force on an atom is 2.12 eV Å⁻¹. For the LUMO energy, the calculation gives 0.015 hartree. The HOMO-LUMO gap comes out at 8.52 eV. The spin multiplicity is 1. The SMILES is CC(O)=C=O.NO.

```
14
C3H7NO3 | the Open Molecules 2025 dataset | ωB97M-V/def2-TZVPD
C 0.739 -0.509 -0.288
C 0.931 -1.904 -0.777
N -1.854 1.115 0.272
C 0.350 -0.219 0.952
O -1.388 2.315 0.934
O 1.280 0.502 -1.083
O 0.358 -0.080 2.125
H -0.927 1.984 1.732
H 1.540 1.259 -0.526
H -2.761 1.423 -0.086
H -1.205 0.920 -0.560
H 1.723 -2.413 -0.215
H 0.004 -2.471 -0.647
H 1.211 -1.922 -1.834
```

Calculated atomic charges, method Löwdin, unit e: -0.3892, -0.0251, -0.0497, -0.1530, -0.1494, 0.0097, 0.1533, 0.0659, 0.1156, 0.0778, 0.0841, 0.0859, 0.0851, 0.0890

=====

[3]
DFT (ωB97M-V/def2-TZVPD) results for a single C4H5N molecule in a non-equilibrium geometry.

As for the energy above the lowest of the compared OMol25 structures with the same formula, charge and spin: 457.2 kJ/mol. The largest force on an atom is 1.39 eV Å⁻¹. For the LUMO energy (alpha / beta), the calculation gives -0.023 / -0.028 hartree. The HOMO-LUMO gap (alpha / beta) comes out at 7.11 / 6.93 eV. The spin multiplicity is 1.

```
10
C4H5N | the Open Molecules 2025 dataset | ωB97M-V/def2-TZVPD
N -0.396 -2.207 -0.259
C -0.245 -1.210 0.434
C -0.200 -0.064 1.193
C -0.094 0.980 0.109
C 0.181 -0.122 -0.891
H 0.135 -0.013 2.224
H 0.770 1.655 0.174
H -0.998 1.570 -0.080
H 1.224 -0.332 -1.106
H -0.496 -0.307 -1.724
```

Calculated atomic charges, method Löwdin, unit e: 0.1968, -0.4095, -0.0960, -0.2165, -0.0016, 0.0894, 0.1147, 0.1039, 0.1157, 0.1031